1.
# CH6N2S2

A cluster of 2 separate species, CH6N2S2 in total (ωB97M-V/def2-TZVPD, OMol25).

Results
* HOMO: -8.47 eV
* gap between HOMO and LUMO: 9.28 eV
* E_LUMO: 0.030 Ha
* structure (SMILES): [H]/N=C/N.SS
* strongest force on any atom: 2.59 eV/Å

Last column: Löwdin charge in e.
CARTESIAN COORDINATES (ANGSTROEM)
S -0.845 -0.297 2.231  0.17
S 0.192 0.343 3.765  0.17
N 1.176 0.318 -1.677  0.07
N -0.732 -0.725 -0.983  0.04
C 0.144 -0.561 -1.884  -0.38
H -1.416 -1.437 -1.200  0.04
H -1.116 0.681 1.342  -0.20
H 1.681 0.728 -2.436  0.08
H 1.230 0.687 -0.744  0.09
H 0.163 -1.049 -2.849  0.11
H -0.476 1.313 4.434  -0.19

Atoms 1-6, force components in eV/Å:
S -1.87 -1.20 -1.33
S 1.79 1.21 1.34
N -0.31 -0.62 0.08
N -0.12 -0.11 0.30
C 0.14 0.70 0.21
H 0.02 -0.12 -0.26

=====

2.
# CH6N2S2

A cluster of 2 separate species, CH6N2S2 in total (ωB97M-V/def2-TZVPD, OMol25).

Results
* HOMO: -9.26 eV
* gap between HOMO and LUMO: 9.49 eV
* E_LUMO: 0.008 Ha
* structure (SMILES): [H]/N=C/N.SS
* strongest force on any atom: 1.46 eV/Å

Last column: Löwdin charge in e.
CARTESIAN COORDINATES (ANGSTROEM)
S 3.022 -3.769 -0.174  0.21
S 2.063 -2.073 0.538  0.21
N -1.233 0.563 -0.355  0.01
N -1.623 2.341 1.150  0.08
C -1.460 1.921 -0.028  -0.37
H 2.656 -1.187 -0.270  -0.21
H -1.534 2.604 -0.868  0.10
H -2.059 3.256 1.214  0.04
H -1.989 0.060 0.117  0.08
H 2.645 -3.781 -1.465  -0.20
H -0.487 0.064 0.141  0.06

Atoms 1-6, force components in eV/Å:
S 0.27 0.04 0.11
S -0.15 -0.24 -0.34
N -0.18 -1.39 0.39
N -0.66 -0.91 0.36
C 0.18 0.91 0.67
H 0.17 0.13 0.11

=====

3.
# CH6N2S2

A cluster of 2 separate species, CH6N2S2 in total (ωB97M-V/def2-TZVPD, OMol25).

Results
* HOMO: -9.18 eV
* gap between HOMO and LUMO: 9.26 eV
* E_LUMO: 0.003 Ha
* structure (SMILES): [H]/N=C/N.SS
* strongest force on any atom: 1.85 eV/Å

Last column: Löwdin charge in e.
CARTESIAN COORDINATES (ANGSTROEM)
S 0.100 0.935 -2.939  0.22
S -0.048 -1.126 -2.321  0.22
N 1.392 -0.295 1.211  0.05
N -0.892 -0.298 1.592  0.07
C 0.247 0.264 1.066  -0.42
H -1.763 -0.447 1.106  0.08
H -1.245 1.071 -2.852  -0.22
H 0.709 -0.832 -1.204  -0.23
H 2.067 0.456 1.352  0.04
H 0.186 1.281 0.690  0.11
H -0.753 -1.007 2.297  0.09

Atoms 1-6, force components in eV/Å:
S -0.86 -1.23 0.17
S 1.01 1.46 0.52
N -0.57 0.25 1.27
N -0.44 -0.47 -0.12
C 0.45 -0.15 0.73
H 0.17 0.59 -0.31

=====

4.
# CH6N3

The ion CH6N3 with charge +1 (ωB97M-V/def2-TZVPD, OMol25).

Results
* HOMO: -15.73 eV
* gap between HOMO and LUMO: 11.84 eV
* E_LUMO: -0.143 Ha
* structure (SMILES): NNC=[NH2+]
* strongest force on any atom: 5.60 eV/Å
* total charge: +1

Last column: Löwdin charge in e.
CARTESIAN COORDINATES (ANGSTROEM)
N -1.088 -0.216 1.368  0.04
N 0.044 -0.442 0.587  -0.08
N 1.029 0.100 -1.439  0.16
C 0.093 0.186 -0.534  -0.20
H 0.999 0.758 -2.232  0.15
H 0.595 -1.364 0.547  0.22
H -1.635 -1.085 1.504  0.13
H 2.003 -0.214 -1.071  0.19
H -1.042 0.796 -0.577  0.25
H -0.736 0.162 2.291  0.14

Atoms 1-6, force components in eV/Å:
N 0.29 -0.06 2.00
N 1.62 -3.22 -0.17
N 2.41 0.20 0.63
C -4.81 2.73 -0.90
H 0.15 -0.69 0.59
H -0.91 1.64 1.14

=====

5.
# CH6N3O

The ion CH6N3O with charge +1 (ωB97M-V/def2-TZVPD, OMol25).

Results
* HOMO: -14.02 eV
* gap between HOMO and LUMO: 9.51 eV
* E_LUMO: -0.166 Ha
* strongest force on any atom: 3.85 eV/Å
* total charge: +1

Last column: Löwdin charge in e.
CARTESIAN COORDINATES (ANGSTROEM)
O 1.498 -0.814 -1.239  0.22
N 0.350 1.180 0.565  0.04
N -0.634 -0.304 -0.708  0.00
N -0.939 0.488 0.423  -0.15
C 0.662 -0.781 -0.315  -0.19
H 2.293 -1.348 -1.225  0.17
H -0.482 0.447 -1.562  0.23
H -1.873 1.120 0.164  0.26
H 0.427 1.663 1.471  0.06
H -1.348 -0.204 1.110  0.19
H 0.521 -1.438 0.533  0.16

Atoms 1-6, force components in eV/Å:
O 0.73 0.37 -1.58
N -0.28 -1.43 0.00
N 1.05 1.80 -3.24
N -3.07 1.74 -0.36
C -3.14 1.71 0.92
H 0.46 -0.52 0.61

=====

6.
# CH6N3O2

The ion CH6N3O2 with charge +1 (ωB97M-V/def2-TZVPD, OMol25).

Results
* HOMO: -16.03 eV
* gap between HOMO and LUMO: 11.69 eV
* E_LUMO: -0.159 Ha
* structure (SMILES): [NH3+]NC[N+](=O)[O-]
* strongest force on any atom: 4.90 eV/Å
* total charge: +1

Last column: Löwdin charge in e.
CARTESIAN COORDINATES (ANGSTROEM)
O -2.735 -0.381 -0.236  0.19
O -1.297 1.225 0.028  0.07
N 1.274 0.907 0.024  0.15
N -1.702 0.091 0.039  -0.41
N 0.675 -0.236 -0.605  -0.01
C -0.629 -0.965 0.215  0.07
H 1.551 0.911 0.995  0.17
H -0.347 -1.184 1.327  0.17
H 2.113 1.017 -0.548  0.18
H -0.722 -1.900 -0.332  0.13
H 0.479 1.528 -0.280  0.16
H 1.340 -1.013 -0.627  0.12

Atoms 1-6, force components in eV/Å:
O -2.80 0.35 -0.09
O -0.78 1.48 0.35
N -0.64 -0.15 -2.14
N 2.80 -2.68 -0.63
N -2.36 -3.75 1.69
C 4.40 1.98 0.84

=====

7.
# CH6N3O3S

A cluster of 2 separate species, CH6N3O3S in total (ωB97M-V/def2-TZVPD, OMol25).

Results
* HOMO: -14.40 eV
* gap between HOMO and LUMO: 8.70 eV
* E_LUMO: -0.209 Ha
* strongest force on any atom: 4.36 eV/Å
* total charge: +1

Last column: Löwdin charge in e.
CARTESIAN COORDINATES (ANGSTROEM)
S 1.071 -0.117 -0.837  0.78
O 1.932 0.978 -0.436  -0.26
O 0.733 -0.221 -2.205  -0.26
O 1.848 -1.467 1.058  -0.03
N -1.020 1.202 1.336  0.13
N -2.032 0.222 -0.671  0.16
N 1.633 -1.564 -0.270  -0.17
C -1.144 0.465 0.229  -0.21
H -1.749 -0.022 -1.630  0.13
H -2.980 0.553 -0.741  0.14
H -0.031 1.482 1.611  0.15
H 1.125 -2.433 -0.465  0.16
H 2.474 -0.756 1.160  0.10
H -1.860 1.680 1.861  0.19

Atoms 1-6, force components in eV/Å:
S -1.02 2.11 0.13
O -1.02 -1.75 0.75
O -0.82 -0.62 -0.51
O -0.31 -0.68 1.82
N -1.25 0.33 0.17
N -0.81 -0.06 -1.03

=====

8.
# CH6N3S

A cluster of 2 separate species, CH6N3S in total (ωB97M-V/def2-TZVPD, OMol25).

Results
* HOMO: -13.52 eV
* gap between HOMO and LUMO: 9.63 eV
* E_LUMO: -0.143 Ha
* strongest force on any atom: 4.18 eV/Å
* total charge: +1

Last column: Löwdin charge in e.
CARTESIAN COORDINATES (ANGSTROEM)
S 2.810 -0.479 0.174  0.75
N -0.703 -0.594 -0.066  0.20
N 1.586 0.684 -0.343  -0.38
N -2.917 0.334 0.273  0.31
C -1.839 -0.107 0.082  -0.17
H 1.438 1.285 0.385  0.00
H 1.857 -1.396 0.398  -0.17
H -3.639 0.688 0.957  0.18
H -0.610 -1.530 -0.487  0.18
H 1.853 1.122 -1.202  0.05
H 0.164 -0.006 -0.171  0.03

Atoms 1-6, force components in eV/Å:
S -0.78 0.22 -0.23
N 0.59 -1.99 -0.96
N 0.56 -2.58 -1.16
N 0.74 0.25 0.38
C -3.72 1.15 1.51
H -0.04 2.52 1.94

=====

9.
# CH6N4O

The molecule CH6N4O (ωB97M-V/def2-TZVPD, OMol25).

Results
* HOMO (spin up / spin down): -6.42 / -6.42 eV
* gap between HOMO and LUMO (spin up / spin down): 6.97 / 6.97 eV
* E_LUMO (spin up / spin down): 0.020 / 0.020 Ha
* structure (SMILES): NN/N=C(\N)O
* strongest force on any atom: 5.31 eV/Å

Last column: Löwdin charge in e.
CARTESIAN COORDINATES (ANGSTROEM)
O -0.628 1.876 -0.908  0.06
N -1.000 -2.047 0.582  -0.03
N 1.325 1.467 0.113  0.16
N -0.128 -0.328 -0.576  -0.02
N -0.083 -0.997 0.595  -0.26
C 0.148 0.931 -0.312  -0.53
H -0.252 -0.161 1.315  0.16
H -1.186 1.422 -1.558  0.12
H 2.029 0.774 0.326  0.11
H -0.707 -2.813 1.184  0.06
H -1.127 -2.416 -0.359  0.06
H 1.608 2.290 -0.402  0.11

Atoms 1-6, force components in eV/Å:
O 0.85 0.38 -0.48
N -1.86 -0.82 0.71
N -0.36 -0.25 1.40
N -1.72 3.57 -0.82
N 3.09 0.61 4.28
C 0.31 -0.37 -4.97

=====

10.
# CH6N4O

The ion CH6N4O with charge +2 (ωB97M-V/def2-TZVPD, OMol25).

Results
* HOMO: -21.09 eV
* gap between HOMO and LUMO: 9.88 eV
* E_LUMO: -0.412 Ha
* structure (SMILES): N[NH2+]NC1=[NH+]O1
* strongest force on any atom: 1.75 eV/Å
* total charge: +2

Last column: Löwdin charge in e.
CARTESIAN COORDINATES (ANGSTROEM)
O -2.693 0.254 -1.373  0.29
N 0.919 0.440 -0.197  0.17
N -1.251 0.605 -1.672  0.26
N 0.345 -0.149 0.807  0.15
N -1.310 -0.531 0.485  0.28
C -1.717 -0.096 -0.633  -0.40
H 0.885 1.454 -0.314  0.19
H 0.717 -1.090 1.070  0.24
H -0.958 0.194 -2.566  0.18
H 0.209 0.438 1.662  0.24
H -1.905 -0.939 1.214  0.21
H 1.459 -0.091 -0.885  0.19

Atoms 1-6, force components in eV/Å:
O -1.48 -0.58 0.14
N 1.09 0.27 -0.42
N 0.81 1.42 -0.62
N -1.05 -0.45 0.37
N 0.39 -0.45 0.75
C 0.67 0.27 -0.36

=====

11.
# CH6N4O

The ion CH6N4O with charge +2 (ωB97M-V/def2-TZVPD, OMol25).

Results
* HOMO (spin up / spin down): -20.30 / -20.29 eV
* gap between HOMO and LUMO (spin up / spin down): 8.13 / 8.13 eV
* E_LUMO (spin up / spin down): -0.447 / -0.447 Ha
* structure (SMILES): N/[NH+]=C\[N+](N)=O
* strongest force on any atom: 4.34 eV/Å
* total charge: +2

Last column: Löwdin charge in e.
CARTESIAN COORDINATES (ANGSTROEM)
O 1.208 0.482 0.049  0.14
N -0.220 1.955 0.758  0.19
N -1.016 1.010 0.218  0.10
N 1.053 -1.687 -0.468  0.29
N 0.588 -0.519 -0.139  -0.22
C -0.813 -0.260 -0.123  0.12
H -1.639 -0.979 -0.430  0.21
H -0.257 3.044 0.554  0.26
H 0.563 1.641 1.455  0.22
H 2.000 -1.965 -0.811  0.22
H 0.354 -2.555 -0.256  0.26
H -1.897 1.412 -0.120  0.22

Atoms 1-6, force components in eV/Å:
O 3.57 -1.95 -0.80
N 0.27 0.71 1.33
N -0.22 1.76 -0.31
N -2.60 -3.43 0.56
N 0.32 -0.55 -0.21
C -0.94 0.55 0.83

=====

12.
# CH6N4O2

The molecule CH6N4O2 (ωB97M-V/def2-TZVPD, OMol25).

Results
* HOMO: -8.19 eV
* gap between HOMO and LUMO: 8.98 eV
* E_LUMO: 0.029 Ha
* structure (SMILES): NN/C(=N\O)NO
* strongest force on any atom: 4.36 eV/Å

Last column: Löwdin charge in e.
CARTESIAN COORDINATES (ANGSTROEM)
O 0.693 0.147 -2.438  -0.15
O -0.782 -2.237 0.405  -0.11
N 0.481 -0.756 -1.361  -0.02
N -0.246 1.181 0.002  -0.04
N -0.272 1.363 1.387  -0.03
N -0.025 -1.089 0.834  -0.07
C -0.066 -0.162 -0.312  -0.36
H 0.526 1.862 1.739  0.08
H -1.071 2.070 1.567  0.13
H -0.079 -2.815 0.037  0.09
H 0.373 1.778 -0.564  0.14
H 0.883 -0.659 -3.120  0.16
H -0.414 -0.683 1.824  0.17

Atoms 1-6, force components in eV/Å:
O 0.55 -3.58 -2.42
O 0.89 -0.37 0.67
N -1.83 2.02 2.08
N 0.69 -0.73 -1.55
N -2.65 2.97 1.04
N -1.94 1.24 1.07

=====

Energy relative to the best compared isomer or geometry (same formula, charge and spin) (computed, kJ/mol): 54.5; 100.6; 78.7; 256.9; 444.8; 272.8; 156.5; 145.6; 450.9; 210.5; 213.9; 457.7
E (computed, Eh): -947.55717; -947.53962; -947.54795; -205.65958; -280.76395; -355.99578; -829.46583; -603.84330; -335.82485; -335.02859; -335.02730; -411.01423